DFT (ωB97M-V with the def2-TZVPD basis set) results for the molecule C4H12BN in a non-equilibrium geometry.

Calculated values
- SMILES string = CCNB(C)C
- spin multiplicity = 1
- Kohn-Sham gap (eV) = 9.2
- relative energy (zero: lowest compared OMol25 entry of this formula, charge and spin) (kcal per mole) = 53.0

Positions of all 18 atoms, in Å:
C -0.8994 -1.9825 0.3357
C -0.5188 -1.4850 -1.0804
N 0.6770 -0.6074 -0.9658
B 0.6409 0.9590 -0.0937
C 1.5794 1.4198 1.0941
C -0.7128 1.6634 -0.4449
H -0.0639 -1.7614 1.0608
H -1.5955 -1.1642 0.6642
H -1.4606 -2.9487 0.4071
H -0.2431 -2.3577 -1.7506
H -1.3094 -1.0520 -1.7201
H 1.4889 -1.0502 -0.5297
H 2.3678 2.1413 0.7241
H 2.2047 0.6299 1.7952
H 1.0561 2.0333 1.8763
H -1.5439 1.2691 0.2387
H -0.9671 1.5117 -1.3991
H -0.7003 2.7817 -0.2118

DFT (ωB97M-V with the def2-TZVPD basis set) results for the molecule C4H12BN in a non-equilibrium geometry.

Calculated values
- SMILES string = CB(C)N(C)C
- spin multiplicity = 1
- Kohn-Sham gap (eV) = 10.0
- relative energy (zero: lowest compared OMol25 entry of this formula, charge and spin) (kcal per mole) = 26.9

Positions of all 18 atoms, in Å:
C 1.4679 -1.4565 0.1231
B 0.7261 -0.0049 0.0507
C 1.4690 1.4120 0.1132
N -0.6612 0.0422 0.0523
C -1.4296 -1.1851 -0.1614
C -1.4714 1.2638 0.0019
H 2.5304 -1.5390 0.1283
H 1.1658 -2.0373 -0.7061
H 1.0079 -1.7887 0.9761
H 0.9682 1.9081 -0.7077
H 2.4845 1.2882 -0.2335
H 1.4143 1.7955 1.1434
H -1.6442 -1.6046 0.7718
H -2.2156 -0.9281 -0.9229
H -0.7771 -1.9595 -0.6397
H -1.4089 1.6307 0.9629
H -1.1404 2.0450 -0.5064
H -2.4854 1.1183 -0.4462

DFT (ωB97M-V with the def2-TZVPD basis set) results for a structure of composition C4H12BN in a non-equilibrium geometry.

Calculated values
- spin multiplicity = 1
- Kohn-Sham gap (eV) = 8.5
- relative energy (zero: lowest compared OMol25 entry of this formula, charge and spin) (kcal per mole) = 70.5

Positions of all 18 atoms, in Å:
B 0.6729 -0.5855 -0.3712
C 0.8705 -1.6838 0.6591
C 1.1708 -0.3831 -1.8285
C -1.4676 0.0138 1.0939
C -0.2612 1.9077 0.3888
N -0.8056 0.6137 -0.0099
H 1.6567 -2.4828 0.6769
H -0.2030 -2.1531 0.7819
H 1.1452 -1.2494 1.6193
H 0.5706 -1.1447 -2.3979
H 2.2484 -0.6284 -1.8741
H 1.0008 0.5859 -2.2786
H -1.8184 -0.8979 0.7107
H -0.7103 -0.1894 1.9451
H -2.2287 0.5924 1.4862
H 0.6572 2.2209 -0.0841
H -0.8780 2.6184 0.0305
H -0.1745 2.1073 1.4365

DFT (ωB97M-V with the def2-TZVPD basis set) results for a cluster of 2 separate species, C4H12BNO in total in a non-equilibrium geometry.

Calculated values
- spin multiplicity = 1
- Kohn-Sham gap (eV) = 9.3
- relative energy (zero: lowest compared OMol25 entry of this formula, charge and spin) (kcal per mole) = 83.1

Positions of all 19 atoms, in Å:
B 1.6957 -0.0427 0.0670
C 2.6873 -1.1345 -0.5333
C -1.1957 0.6889 -0.9103
C -2.3273 -0.7627 0.7073
C -1.0150 0.0357 0.5027
N 1.8438 1.3047 0.4847
O -0.0590 -0.9027 0.6166
H 3.7801 -0.8497 -0.4083
H 2.5930 -0.9150 -1.6997
H 2.3053 -2.1743 -0.4307
H -0.1513 0.7562 -1.4010
H -1.8104 0.0967 -1.5437
H -1.6009 1.6886 -0.7987
H -3.2052 -0.2126 0.2467
H -2.3568 -1.2146 1.6849
H -2.2167 -1.7073 0.1863
H -1.0677 0.9309 1.1612
H 2.5712 1.8251 0.1069
H 1.0555 1.9042 0.7185

DFT (ωB97M-V with the def2-TZVPD basis set) results for a structure of composition C4H12BrMnO2 in a non-equilibrium geometry.

Calculated values
- spin multiplicity = 6
- Kohn-Sham gap (alpha / beta) (eV) = 4.1 / 4.1
- total charge = +1
- relative energy (zero: lowest compared OMol25 entry of this formula, charge and spin) (kcal per mole) = 55.7

Positions of all 20 atoms, in Å:
Mn -0.4849 -4.5328 -2.1172
Br 0.7473 -2.8218 -0.8511
C -3.6348 0.0761 0.0410
C -2.4444 -0.8775 0.0249
O -1.2443 -0.1298 0.2245
H -3.7486 0.3680 1.0884
H -4.5534 -0.3905 -0.3031
H -3.4185 0.9716 -0.5343
H -2.3852 -1.3317 -0.9835
H -2.5587 -1.7027 0.7339
H -0.5320 -0.7216 -0.0437
C 3.1506 2.1068 0.6267
C 2.2613 0.9328 0.2367
O 3.0587 -0.0324 -0.4461
H 3.9991 1.7051 1.1766
H 2.5599 2.7498 1.2769
H 3.4715 2.6383 -0.2658
H 1.4045 1.2643 -0.3567
H 1.8550 0.5001 1.1591
H 2.4971 -0.7723 -0.6871

DFT (ωB97M-V with the def2-TZVPD basis set) results for a structure of composition C4H12CaIO2 in a non-equilibrium geometry.

Calculated values
- spin multiplicity = 1
- Kohn-Sham gap (eV) = 7.1
- total charge = +1
- relative energy (zero: lowest compared OMol25 entry of this formula, charge and spin) (kcal per mole) = 190.2

Positions of all 20 atoms, in Å:
Ca 1.6030 3.9931 -1.1727
I 0.8088 2.1569 -0.3330
C 0.2234 -0.1885 -2.1439
O 0.8231 0.9609 -2.6022
H 0.5089 -0.4733 -1.1312
H -0.8617 -0.1805 -2.2470
H 0.4897 -1.0549 -2.7493
H 0.5404 1.6310 -1.9756
C -1.4409 -1.3935 1.5490
C -0.5634 -0.1202 1.3495
C 0.8963 -0.5127 1.0500
O -1.0411 0.6089 0.2607
H -0.9127 -2.0472 2.2431
H -1.4949 -1.9439 0.6098
H -2.4354 -1.1538 1.9255
H -0.6771 0.4361 2.2799
H 1.6431 0.2790 0.9917
H 1.0090 -1.1200 0.1519
H 1.2665 -1.1701 1.8366
H -0.3852 1.2929 0.1073

DFT (ωB97M-V with the def2-TZVPD basis set) results for a cluster of 2 separate species, C4H12ClNSi in total in a non-equilibrium geometry.

Calculated values
- SMILES string = C/N=[SiH]\C(C)C.Cl
- spin multiplicity = 1
- Kohn-Sham gap (eV) = 8.8
- relative energy (zero: lowest compared OMol25 entry of this formula, charge and spin) (kcal per mole) = 106.5

Positions of all 19 atoms, in Å:
C -2.0164 -1.9421 -0.1874
N -1.8072 -0.6980 0.4629
Si -0.7263 0.4378 0.7898
C 0.8204 1.0594 -0.2638
C 1.3887 0.0855 -1.3666
C 1.9706 1.7099 0.4488
H -2.5016 -2.6594 0.4791
H -2.5549 -1.8673 -1.1527
H -1.1628 -2.5233 -0.5075
H -1.0886 1.4947 1.8594
H 0.1948 1.8642 -0.8312
H 1.3726 0.4694 -2.3547
H 2.3300 -0.3341 -1.0706
H 0.8297 -0.8581 -1.2494
H 2.7561 1.0705 1.0530
H 1.6915 2.5565 1.0454
H 2.6015 2.0929 -0.4231
Cl -5.8183 0.6941 -0.3935
H -5.0145 -0.0134 0.2120

DFT (ωB97M-V with the def2-TZVPD basis set) results for a structure of composition C4H12CsO2 in a non-equilibrium geometry.

Calculated values
- spin multiplicity = 1
- Kohn-Sham gap (eV) = 10.8
- total charge = +1
- relative energy (zero: lowest compared OMol25 entry of this formula, charge and spin) (kcal per mole) = 147.4

Positions of all 19 atoms, in Å:
Cs 2.1863 -0.4837 -0.0948
C 0.2886 -1.2070 -2.2882
O 1.6275 -0.7315 -2.1319
H 0.1995 -2.2928 -2.2555
H -0.2782 -0.7330 -1.4869
H -0.1599 -0.9410 -3.2454
H 2.1492 -1.4319 -2.5304
C -0.3934 1.9034 1.1447
C 0.0093 0.4202 1.1367
C -1.0172 -0.4494 1.7931
O 0.2179 0.1450 -0.2120
H -1.3967 2.0453 0.7430
H 0.3113 2.5590 0.6331
H -0.4141 2.2439 2.1799
H 0.9678 0.3630 1.6527
H -0.6692 -1.4817 1.7582
H -1.8815 -0.3517 1.1362
H -1.3821 -0.2736 2.8050
H -0.3654 0.6974 -0.7375

DFT (ωB97M-V with the def2-TZVPD basis set) results for a structure of composition C4H12FHfO4 in a non-equilibrium geometry.

Calculated values
- spin multiplicity = 1
- Kohn-Sham gap (eV) = 2.1
- total charge = +3
- relative energy (zero: lowest compared OMol25 entry of this formula, charge and spin) (kcal per mole) = 164.7

Positions of all 22 atoms, in Å:
Hf -8.1945 3.9854 4.4445
F -6.0164 6.8435 4.4362
C -3.3420 10.5305 2.3723
C -2.3877 10.1109 3.4785
O -2.4329 8.6500 3.6642
O -4.7646 10.3751 2.7804
H -3.1079 9.8535 1.5508
H -3.1311 11.5476 2.0420
H -2.7019 10.6901 4.3468
H -1.4141 10.5905 3.3776
H -3.3004 8.4293 4.0110
H -4.8682 9.4963 3.1526
C -9.6791 6.8874 -0.5521
C -8.5782 7.4599 -1.4502
O -7.3422 6.7186 -1.4578
O -9.2891 6.9460 0.8176
H -9.7850 5.8227 -0.7600
H -10.6791 7.2802 -0.7355
H -8.4725 8.5296 -1.2700
H -9.0026 7.4253 -2.4535
H -6.8378 6.9459 -2.2423
H -9.8068 7.6031 1.2886

DFT (ωB97M-V with the def2-TZVPD basis set) results for a structure of composition C4H12FO2S2Tl in a non-equilibrium geometry.

Calculated values
- spin multiplicity = 2
- Kohn-Sham gap (alpha / beta) (eV) = 6.2 / 7.5
- total charge = +3
- relative energy (zero: lowest compared OMol25 entry of this formula, charge and spin) (kcal per mole) = 0.0

Positions of all 22 atoms, in Å:
Tl 2.1843 4.0468 2.7778
F 1.2870 1.2509 2.5641
C -1.1696 -4.2050 -0.0472
S -1.1582 -2.3977 -0.0974
O -0.3294 -1.9783 -1.3268
C -0.3866 -1.8965 1.4921
H -1.7770 -4.6745 0.7266
H -0.1282 -4.5259 -0.0741
H -1.5228 -4.5988 -1.0002
H -0.0691 -0.8648 1.6430
H 0.3466 -2.6625 1.7448
H -1.0262 -2.0296 2.3646
C -0.5045 3.4985 -1.4295
S 1.3124 2.9880 -1.2672
O 1.8440 3.5282 0.0726
C 0.9671 1.2164 -0.9241
H -1.0638 3.4711 -0.4943
H -0.9437 2.7374 -2.0743
H -0.6833 4.4500 -1.9303
H 1.6634 1.0130 -0.1105
H 1.2396 0.6752 -1.8302
H -0.0820 0.9581 -0.7796

DFT (ωB97M-V with the def2-TZVPD basis set) results for a structure of composition C4H12FO4SrY in a non-equilibrium geometry.

Calculated values
- spin multiplicity = 1
- Kohn-Sham gap (eV) = 7.0
- total charge = +4

Positions of all 23 atoms, in Å:
Sr 1.5627 3.8647 -1.6609
Y -0.6962 -0.1463 -0.4354
F 0.6113 1.5679 -1.1958
C 2.0738 -1.1062 -2.1312
C 3.2231 -1.3767 -1.0504
O 3.2561 -0.3550 -0.0350
O 0.7849 -1.3893 -1.7125
H 2.2451 -1.5319 -3.1200
H 2.0930 -0.0262 -2.2772
H 4.1031 -1.3354 -1.6924
H 3.0331 -2.3705 -0.6452
H 2.5064 -0.4783 0.5518
H 0.7400 -2.3408 -1.5930
C -2.8265 -0.0196 2.0317
C -2.3097 1.3622 2.0063
O -1.3989 1.5079 0.9604
O -3.1756 -0.4092 0.6654
H -3.6860 0.0376 2.6995
H -2.1472 -0.8016 2.3709
H -1.7964 1.8079 2.8583
H -3.1013 2.0930 1.8410
H -1.1520 2.4313 0.8710
H -3.9428 -0.9855 0.6926

DFT (ωB97M-V with the def2-TZVPD basis set) results for a cluster of 2 separate species, C4H12IN2 in total in a non-equilibrium geometry.

Calculated values
- spin multiplicity = 1
- Kohn-Sham gap (eV) = 8.7
- total charge = +1
- relative energy (zero: lowest compared OMol25 entry of this formula, charge and spin) (kcal per mole) = 42.4

Positions of all 19 atoms, in Å:
C -1.4411 -2.4539 0.1135
C 1.8144 0.7621 -0.0552
C 0.6634 0.9058 -0.9644
C -1.1205 -1.0732 0.1146
N 1.5928 1.6023 1.1745
N -0.2932 1.7287 -0.7868
I -2.9378 0.1785 -0.0375
H -0.3971 -2.9398 0.0254
H -1.9587 -2.9269 0.9104
H -2.0727 -2.6818 -0.7794
H 2.8075 0.7725 -0.5079
H 1.8641 -0.1887 0.2442
H 0.6430 0.4262 -1.9441
H -0.4082 -0.8573 -0.8126
H 2.1751 2.3783 1.4902
H 1.2460 1.0286 1.9106
H -0.2653 2.1032 0.1524
H -0.7593 -0.6622 1.0529
H -1.1524 1.8975 -1.3007

DFT (ωB97M-V with the def2-TZVPD basis set) results for the ion C4H12N2 with charge -1.

Calculated values
- spin multiplicity = 2
- Kohn-Sham gap (alpha / beta) (eV) = 2.7 / 9.2
- total charge = -1
- relative energy (zero: lowest compared OMol25 entry of this formula, charge and spin) (kcal per mole) = 25.4

Positions of all 18 atoms, in Å:
C 0.5021 -0.4658 1.8495
N 1.4431 -1.0286 0.8737
C 1.0614 -1.0081 -0.5433
C -0.2865 -0.4340 -0.9275
N -0.1898 1.0190 -1.1871
C -1.4081 1.7563 -0.8376
H -0.5349 -0.4940 1.5239
H 0.7806 0.5411 2.1077
H 0.6104 -0.9916 2.7815
H 1.5756 -1.9850 1.1200
H 1.8202 -0.4472 -1.0926
H 1.1160 -2.0207 -0.8911
H -0.6217 -0.9245 -1.8228
H -1.0974 -0.6331 -0.2231
H 0.5363 1.3433 -0.5634
H -1.2321 2.7738 -0.4804
H -2.1212 1.7065 -1.6705
H -1.9537 1.2925 -0.0167

DFT (ωB97M-V with the def2-TZVPD basis set) results for a cluster of 2 separate species, C4H12N2 in total in a non-equilibrium geometry.

Calculated values
- spin multiplicity = 1
- Kohn-Sham gap (eV) = 5.4
- relative energy (zero: lowest compared OMol25 entry of this formula, charge and spin) (kcal per mole) = 175.8

Positions of all 18 atoms, in Å:
N 1.3382 0.9616 1.0256
C 1.2566 -0.4134 0.3364
C 2.5167 -0.5403 -0.4627
N -2.0811 0.0237 -1.5646
C -1.5021 -0.4173 -0.3674
C -2.1898 0.3379 0.7521
H 0.9101 1.5813 0.3326
H 0.4517 0.8560 1.5318
H 3.2281 0.2645 -0.2844
H 1.3182 -0.9461 1.2908
H 3.0275 -1.5097 -0.4504
H 2.4377 -0.5309 -1.5656
H -1.5656 -0.1037 -2.4334
H -0.6171 0.2606 -0.7781
H -1.2434 -1.4634 -0.2889
H -2.2992 1.3849 0.4739
H -3.2560 0.1093 0.7332
H -1.7305 0.1450 1.7190